Entry from OMol25: a cluster of 7 separate species, C27H44N6O3 in total at a distorted geometry (ωB97M-V/def2-TZVPD).

Last column: Mulliken charge in e.
CARTESIAN COORDINATES (ANGSTROEM)
1 C 2.56 1.87 -3.97  -1.22
2 O 3.16 0.79 -3.20  -0.49
3 C 2.70 0.84 -1.93  0.77
4 C 3.41 -0.30 -1.15  -1.78
5 N 2.96 -0.71 0.15  0.45
6 H 1.87 -0.79 0.01  -0.12
7 H 3.40 -1.65 0.42  0.43
8 C 3.39 0.29 1.35  -0.49
9 C 2.62 0.04 2.61  0.11
10 O 3.25 0.78 3.66  -0.41
11 C 2.76 0.57 4.93  -0.71
12 H 2.63 1.84 -4.97  0.48
13 H 2.90 2.63 -3.59  0.68
14 H 1.46 1.75 -3.77  0.18
15 H 1.76 0.68 -1.79  -0.15
16 H 3.09 1.80 -1.31  0.29
17 H 4.34 -0.10 -1.15  0.69
18 H 3.44 -1.22 -1.66  0.69
19 H 3.16 1.23 1.01  0.43
20 H 4.47 -0.12 1.59  0.28
21 H 2.36 -0.99 3.03  0.05
22 H 1.62 0.49 2.51  0.02
23 H 2.60 -0.45 5.23  0.33
24 H 1.76 1.05 5.26  0.26
25 H 3.31 1.09 5.83  0.29
26 C -0.21 -0.55 0.30  -4.72
27 O 0.31 -1.77 0.36  -1.17
28 H -0.40 -0.27 -0.70  0.61
29 H 0.15 0.13 0.63  2.39
30 H -1.11 -0.45 0.78  2.12
31 N 0.55 -2.73 -2.18  0.29
32 C 0.61 -4.11 -2.59  -0.57
33 C 0.88 -4.16 -3.92  -0.73
34 C 0.90 -2.70 -4.40  -0.39
35 C 0.59 -1.87 -3.32  0.03
36 H 0.46 -2.30 -1.20  0.14
37 H 0.61 -4.99 -1.85  0.32
38 H 1.08 -4.95 -4.54  0.55
39 H 0.88 -2.11 -5.53  0.16
40 H 0.20 -0.73 -3.13  0.17
41 N -2.43 -2.38 -3.14  0.04
42 C -2.86 -1.58 -2.08  -0.46
43 C -4.05 -1.06 -2.54  -0.70
44 C -4.27 -1.69 -4.03  -0.84
45 C -3.27 -2.59 -4.22  -0.56
46 H -1.38 -2.75 -3.11  0.37
47 H -2.23 -1.33 -1.26  0.36
48 H -4.63 -0.36 -2.22  0.69
49 H -4.92 -1.38 -4.70  0.53
50 H -2.97 -3.06 -4.99  0.53
51 N -0.14 -1.98 2.94  0.17
52 C 0.63 -2.69 3.90  -0.76
53 C 0.36 -2.22 5.18  -0.68
54 C -0.89 -1.20 4.98  -0.57
55 C -0.94 -1.04 3.58  -0.30
56 H 0.11 -1.96 1.82  0.14
57 H 1.48 -3.38 3.62  0.33
58 H 0.64 -2.39 6.08  0.77
59 H -1.55 -0.64 5.94  0.20
60 H -1.47 -0.34 2.99  0.60
61 N 0.92 5.15 -1.47  0.04
62 C 0.63 3.93 -1.89  -0.75
63 C 0.21 3.14 -0.88  0.58
64 C 0.28 4.07 0.37  -0.94
65 C 0.84 5.17 -0.16  -0.22
66 H 1.45 5.86 -2.09  0.31
67 H 0.63 3.61 -3.09  0.17
68 H -0.08 2.03 -0.64  -0.02
69 H 0.26 3.83 1.42  0.44
70 H 1.12 6.25 0.27  0.26
71 N -5.69 1.89 2.69  -0.07
72 C -5.35 0.55 2.53  -0.71
73 C -4.22 0.50 1.70  -0.18
74 C -3.83 1.94 1.61  -0.30
75 C -4.77 2.77 2.04  -0.80
76 H -6.53 2.20 3.28  0.24
77 H -5.81 -0.11 3.11  0.54
78 H -3.81 -0.60 1.52  0.29
79 H -2.98 2.21 1.02  0.54
80 H -4.94 3.80 2.11  0.45

Calculated values
LUMO: -0.13 eV
maximum force: 0.3634 hartree/bohr
total charge: 0
gap between HOMO and LUMO: 7.4 eV
energy relative to the best compared isomer or geometry (same formula, charge and spin): 6.083 eV
HOMO: -7.5450 eV
E_tot: -1608.780003 Eh


Entry from OMol25: a cluster of 5 separate species, C27H44N6O5 in total (ωB97M-V/def2-TZVPD).

Last column: Mulliken charge in e.
CARTESIAN COORDINATES (ANGSTROEM)
1 C 4.83 -4.62 3.98  0.31
2 C 4.28 -3.92 3.18  -1.22
3 C 3.42 -3.12 2.34  0.34
4 C 3.13 -3.49 0.99  -0.82
5 C 2.29 -2.74 0.22  0.95
6 C 1.98 -3.18 -1.20  -1.32
7 C 2.37 -2.19 -2.31  -0.66
8 C 3.88 -2.12 -2.57  -0.80
9 C 4.64 -1.43 -1.44  -0.14
10 O 5.59 -0.51 -1.96  -0.45
11 C 5.99 0.45 -1.00  -0.70
12 C 1.68 -1.56 0.77  0.41
13 N 0.81 -0.85 0.00  -0.27
14 C 0.31 0.21 0.58  0.01
15 C 0.62 0.59 1.91  -0.56
16 N 1.44 -0.07 2.68  -0.69
17 C 1.98 -1.18 2.09  0.54
18 C 2.87 -1.98 2.85  -0.71
19 H 5.29 -5.22 4.73  0.50
20 H 3.57 -4.39 0.59  0.43
21 H 0.92 -3.42 -1.25  0.43
22 H 2.53 -4.10 -1.38  0.43
23 H 2.00 -1.18 -2.14  0.39
24 H 1.89 -2.54 -3.23  0.36
25 H 4.03 -1.48 -3.45  0.40
26 H 4.28 -3.12 -2.78  0.24
27 H 5.15 -2.16 -0.79  0.29
28 H 3.93 -0.88 -0.81  0.31
29 H 5.83 0.10 0.02  0.30
30 H 7.06 0.65 -1.12  0.27
31 H 5.46 1.39 -1.18  0.25
32 H -0.39 0.82 0.01  0.15
33 H 0.15 1.48 2.31  0.45
34 H 3.09 -1.70 3.87  0.53
35 C -1.72 0.67 -2.79  -1.57
36 C -2.59 1.40 -1.79  0.73
37 O -2.11 2.13 -0.93  -0.72
38 N -3.93 1.24 -1.88  -0.03
39 C -4.68 0.45 -2.84  -0.91
40 H -0.68 0.91 -2.58  0.37
41 H -1.86 -0.41 -2.70  0.45
42 H -1.97 0.99 -3.80  0.47
43 H -4.45 1.76 -1.19  0.25
44 H -5.35 1.09 -3.40  0.26
45 H -5.27 -0.30 -2.31  0.36
46 H -4.01 -0.05 -3.53  0.34
47 C 2.10 -5.50 6.64  -1.25
48 C 3.12 -6.62 6.64  0.72
49 O 3.44 -7.19 5.61  -0.63
50 N 3.67 -6.97 7.83  -0.17
51 C 3.42 -6.40 9.14  -0.81
52 H 1.76 -5.34 5.62  0.27
53 H 1.25 -5.76 7.27  0.43
54 H 2.55 -4.57 7.01  0.35
55 H 4.34 -7.72 7.76  0.23
56 H 4.34 -5.99 9.56  0.28
57 H 3.05 -7.17 9.82  0.28
58 H 2.69 -5.60 9.08  0.31
59 C -7.29 5.07 0.31  -1.32
60 C -6.78 4.20 -0.82  0.94
61 O -7.45 3.30 -1.29  -0.65
62 N -5.53 4.45 -1.28  -0.06
63 C -4.58 5.46 -0.84  -0.83
64 H -8.30 4.74 0.56  0.31
65 H -6.66 4.98 1.19  0.34
66 H -7.33 6.12 0.00  0.36
67 H -5.25 3.84 -2.03  0.04
68 H -4.34 6.11 -1.68  0.23
69 H -3.67 4.97 -0.50  0.23
70 H -4.98 6.07 -0.03  0.40
71 C -2.33 4.51 -3.73  -0.57
72 C -3.31 4.39 -4.87  0.74
73 O -4.15 3.50 -4.91  -0.64
74 N -3.24 5.32 -5.86  -0.18
75 C -2.33 6.44 -5.98  -0.85
76 H -2.53 3.70 -3.03  -0.45
77 H -1.31 4.43 -4.09  0.48
78 H -2.46 5.46 -3.21  0.39
79 H -3.93 5.18 -6.59  0.25
80 H -2.88 7.37 -6.02  0.28
81 H -1.74 6.34 -6.90  0.28
82 H -1.64 6.47 -5.14  0.33

Calculated values
LUMO: -0.12 eV
maximum force: 0.0129 hartree/bohr
total charge: 0
gap between HOMO and LUMO: 8.4 eV
HOMO: -8.5384 eV
E_tot: -1759.938026 Eh
structure (SMILES): C#Cc1cc(CCCCOC)c2nccnc2c1.CNC(C)=O.CNC(C)=O.CNC(C)=O.CNC(C)=O


Entry from OMol25: a structure of composition C27H45Cl2GeMgN2OS2Si3 at a distorted geometry (ωB97M-V/def2-TZVPD).

Last column: Löwdin spin population.
CARTESIAN COORDINATES (ANGSTROEM)
1 Mg 1.17 -0.48 -0.14  0.07
2 Cl 0.19 -2.70 -1.22  0.01
3 C 1.34 -3.72 -0.27  0.00
4 C 1.51 -5.01 -0.74  0.00
5 C 2.13 -5.91 0.11  0.00
6 C 2.72 -5.53 1.28  0.00
7 C 2.53 -4.26 1.77  0.00
8 Cl 3.20 -3.88 3.30  0.00
9 C 1.77 -3.30 0.99  0.01
10 S 1.40 -1.78 1.84  0.09
11 H 1.04 -5.30 -1.67  0.00
12 H 2.16 -6.93 -0.16  0.00
13 H 3.34 -6.21 1.92  0.00
14 C 1.71 5.07 1.03  0.00
15 C 1.16 4.79 -0.42  0.00
16 N 2.03 3.97 -1.23  0.00
17 C 2.85 4.65 -2.29  0.00
18 C 4.19 5.03 -1.77  0.00
19 C 2.04 2.60 -1.22  0.00
20 S 1.00 1.92 0.00  0.03
21 N 2.85 1.95 -2.06  0.00
22 C 3.00 0.67 -2.21  0.00
23 O 2.49 -0.27 -1.48  0.00
24 C 3.69 0.27 -3.43  0.00
25 C 4.61 1.14 -4.03  0.00
26 C 5.14 0.82 -5.25  0.00
27 C 4.64 -0.15 -6.04  0.00
28 C 3.74 -1.07 -5.46  0.00
29 C 3.30 -0.90 -4.16  0.00
30 H 1.35 6.07 1.32  0.00
31 H 2.81 4.98 1.14  0.00
32 H 1.27 4.28 1.71  0.00
33 H 1.12 5.78 -0.89  0.00
34 H 0.14 4.33 -0.30  0.00
35 H 2.31 5.55 -2.57  0.00
36 H 3.04 3.96 -3.14  0.00
37 H 4.12 5.72 -0.89  0.00
38 H 4.70 5.65 -2.52  0.00
39 H 4.80 4.16 -1.60  0.00
40 H 4.96 2.01 -3.47  0.00
41 H 5.91 1.49 -5.67  0.00
42 H 5.06 -0.38 -7.02  0.00
43 H 3.35 -1.94 -6.03  0.00
44 H 2.69 -1.69 -3.67  0.00
45 C -0.69 0.83 4.24  0.00
46 Si -1.93 -0.46 3.69  0.06
47 C -3.62 0.11 4.24  0.03
48 C -1.44 -2.03 4.59  0.00
49 Ge -1.72 -0.46 1.28  0.45
50 Si -3.09 -2.57 0.87  0.04
51 C -2.07 -4.08 1.27  0.00
52 C -4.72 -2.57 1.84  0.02
53 C -3.56 -2.84 -0.91  0.00
54 Si -3.38 1.15 0.18  0.11
55 C -3.66 2.51 1.44  0.02
56 C -2.58 1.85 -1.33  0.00
57 C -5.05 0.47 -0.23  0.03
58 H -0.62 0.88 5.36  0.00
59 H -0.90 1.84 3.85  0.00
60 H 0.33 0.55 3.88  0.00
61 H -3.63 1.17 4.58  0.00
62 H -3.93 -0.57 5.03  0.00
63 H -4.35 0.08 3.42  0.00
64 H -1.37 -1.82 5.67  0.00
65 H -0.44 -2.35 4.33  0.00
66 H -2.20 -2.82 4.41  0.00
67 H -1.84 -4.65 0.32  0.00
68 H -2.56 -4.76 2.01  0.00
69 H -1.11 -3.74 1.66  0.00
70 H -4.76 -3.46 2.44  0.00
71 H -5.49 -2.70 1.11  0.00
72 H -4.93 -1.66 2.45  0.00
73 H -2.63 -3.27 -1.45  0.00
74 H -3.95 -2.03 -1.55  0.00
75 H -4.33 -3.65 -0.97  0.00
76 H -2.73 3.01 1.83  0.00
77 H -4.28 2.30 2.32  0.00
78 H -4.17 3.32 0.84  0.00
79 H -1.65 2.41 -1.17  0.00
80 H -3.20 2.45 -1.98  0.00
81 H -2.21 1.02 -1.94  0.00
82 H -5.81 1.20 0.05  0.00
83 H -5.29 -0.50 0.22  0.00
84 H -5.03 0.37 -1.31  0.00

Calculated values
LUMO (alpha / beta): -0.13 / -1.31 eV
maximum force: 0.0655 hartree/bohr
total charge: 0
gap between HOMO and LUMO (alpha / beta): 6.9 / 6.3 eV
energy relative to the best compared isomer or geometry (same formula, charge and spin): 0.010 eV
HOMO (alpha / beta): -7.0519 / -7.6399 eV
spin multiplicity: 2
E_tot: -6102.962519 Eh


The lowest maximum force belongs to which entry?
C27H44N6O5


What is the formula in the first record?
C27H44N6O3


The highest E_tot belongs to which entry?
C27H44N6O3


Among the records above, which one has the highest E_tot?
C27H44N6O3